Model w:
DFT (wB97M-V/def2-TZVPD) results for one molecule with the formula C18H18N4O3S2.

Geometry as ORCA input:
```
! RIJCOSX wB97M-V def2-TZVPD def2/J DEFGRID3
* xyz 0 1
C 6.6337 0.3113 1.5536
C 6.1731 -0.3242 0.2418
C 4.6941 -0.3592 0.1516
N 3.9956 -1.4331 0.0776
N 2.6835 -1.2350 0.0180
C 2.3646 0.0171 0.0475
N 1.0687 0.4535 -0.0001
C 0.7406 1.7848 -0.0333
O 1.5801 2.6567 0.0000
C -0.7235 2.0231 -0.1507
C -1.1846 3.0557 -0.9630
C -2.5425 3.2331 -1.1630
C -3.4491 2.3622 -0.5766
C -2.9851 1.3637 0.2574
S -4.1521 0.1842 0.9638
O -4.3871 0.4885 2.3418
O -5.2862 0.1216 0.0942
N -3.2926 -1.2712 0.9191
C -2.9948 -1.8956 2.1862
C -2.4762 -1.4922 -0.1885
C -2.9040 -1.0554 -1.4435
C -2.0858 -1.1942 -2.5479
C -0.8306 -1.7707 -2.4303
C -0.4097 -2.2331 -1.1952
C -1.2233 -2.0993 -0.0801
C -1.6379 1.2035 0.5030
S 3.7178 1.1105 0.1537
H 7.7193 0.3250 1.6003
H 6.2565 -0.2560 2.4010
H 6.2688 1.3333 1.6289
H 6.5382 -1.3493 0.1666
H 6.5685 0.2515 -0.5987
H 0.3688 -0.2716 -0.1320
H -0.4634 3.7007 -1.4416
H -2.8949 4.0336 -1.7947
H -4.5096 2.4370 -0.7570
H -2.9772 -2.9787 2.0632
H -3.7920 -1.6210 2.8715
H -2.0432 -1.5588 2.6111
H -3.8848 -0.6203 -1.5387
H -2.4349 -0.8514 -3.5102
H -0.1916 -1.8707 -3.2936
H 0.5629 -2.6891 -1.0846
H -0.8728 -2.4736 0.8685
H -1.3053 0.4533 1.2027
*
```

## Properties
HOMO level   -0.327 Eh
SMILES string   CCc1nnc(NC(=O)c2cccc(S(=O)(=O)N(C)c3ccccc3)c2)s1
Kohn-Sham gap   8.845 eV

Results of the natural (NBO) charge analysis, in e, for atoms 1 through 8: -0.5941, -0.4506, 0.0449, -0.2622, -0.3160, 0.2008, -0.6360, 0.6658

---

Model x:
DFT (wB97M-V/def2-TZVPD) results for one molecule with the formula C18H18N4O3S2.

Geometry as ORCA input:
```
! RIJCOSX wB97M-V def2-TZVPD def2/J DEFGRID3
* xyz 0 1
C -1.4069 -2.3635 2.0269
C -1.5855 -2.7944 0.5761
N -1.5564 -1.6805 -0.3385
C -2.6281 -0.9383 -0.7444
S -4.1869 -0.9654 0.0371
C -4.7166 0.7294 -0.3895
C -3.5725 1.7396 -0.3084
O -3.4719 2.6386 -1.0988
N -2.7358 1.5339 0.7621
C -1.3465 1.6701 0.7436
C -0.6696 2.2836 -0.3084
C 0.7051 2.2019 -0.3769
C 1.4261 1.5267 0.6060
C 2.8854 1.3241 0.5200
O 3.5220 0.6262 1.2757
O 3.4430 1.9812 -0.5089
C 4.8438 1.8236 -0.6592
C 0.7492 0.9809 1.6958
C -0.6231 1.0564 1.7677
N -2.2903 -0.0950 -1.6807
N -0.9860 -0.2453 -1.9043
C -0.5265 -1.1799 -1.1021
C 0.8644 -1.5008 -1.0326
C 1.8087 -1.0518 -1.9197
C 3.1153 -1.4320 -1.5673
C 3.1623 -2.1496 -0.4140
S 1.6083 -2.3838 0.2655
H -0.4744 -1.8194 2.1496
H -1.3836 -3.2444 2.6616
H -2.2374 -1.7351 2.3387
H -2.5519 -3.2936 0.4545
H -0.7914 -3.4881 0.2898
H -5.1079 0.7363 -1.4059
H -5.5142 0.9738 0.3137
H -3.0676 0.8715 1.4547
H -1.2295 2.7688 -1.0901
H 1.2278 2.6380 -1.2123
H 5.0982 2.2527 -1.6252
H 5.1127 0.7657 -0.6206
H 5.3718 2.3478 0.1406
H 1.3195 0.4802 2.4640
H -1.1494 0.6171 2.6037
H 1.5448 -0.4685 -2.7816
H 3.9852 -1.1834 -2.1485
H 4.0162 -2.5554 0.0904
*
```

## Properties
HOMO level   -0.295 Eh
SMILES string   CCn1c(SCC(=O)Nc2ccc(C(=O)OC)cc2)nnc1-c1cccs1
Kohn-Sham gap   8.371 eV

Results of the natural (NBO) charge analysis, in e, for atoms 1 through 8: -0.6184, -0.2180, -0.3670, 0.1670, 0.2402, -0.6114, 0.7063, -0.5556

---

The structure shown above that is most stable: model x.